A cluster of 11 separate species, C31H84O13 in total in a non-equilibrium geometry, computed with ωB97M-V/def2-TZVPD.

Structure (XYZ):
```
128
Properties=species:S:1:pos:R:3:forces:R:3
O 9.76231 -26.69261 21.00288 -0.45 -0.86 -0.14
O 10.11816 -22.29787 27.94934 0.43 0.24 0.62
O 12.89963 -23.90727 28.00729 0.87 1.14 -1.19
O 19.47459 -26.99640 24.41358 1.38 2.28 0.04
O 4.54077 -26.90257 30.42318 -0.62 0.14 1.57
O 16.60714 -18.46064 31.67312 0.30 0.27 0.08
O 11.09208 -25.66146 36.18472 -0.42 -0.14 0.33
O 14.97907 -27.88729 33.38998 -3.01 1.62 -1.20
O 7.44337 -17.22892 31.77147 0.40 -0.25 1.25
O 12.06341 -33.61912 25.07424 0.10 0.26 -1.12
O 6.28648 -17.76326 24.57539 -0.15 0.09 2.34
O 15.55611 -19.88935 26.99486 -0.71 -0.69 1.11
O 13.47673 -18.98645 31.27576 0.94 -0.20 1.34
C 14.30560 -18.58338 32.43196 -1.48 0.09 -0.26
C 19.61934 -29.25247 24.02603 -1.14 -1.02 -0.30
C 6.33692 -18.69110 33.49162 1.19 -0.29 0.20
C 16.34657 -20.51331 24.88846 -0.44 -0.80 -1.77
C 12.62721 -34.09627 27.33333 0.57 0.84 -0.07
C 11.61603 -24.24765 27.51813 -0.94 0.51 1.33
C 17.54166 -28.02947 24.98436 -0.13 -0.83 -0.29
C 6.56107 -19.13388 22.71533 -0.09 -0.61 -1.52
C 16.43478 -29.70562 32.95926 0.27 0.04 1.96
C 9.07534 -27.05167 19.77953 -0.85 -1.15 0.99
C 5.27905 -17.86436 31.38103 -1.59 0.15 -0.08
C 7.85860 -26.12506 19.70863 -0.07 0.18 -1.28
C 10.29031 -23.41028 37.02882 0.28 -1.05 -1.18
C 15.70701 -19.13273 32.52762 -0.19 -0.50 -0.44
C 4.57569 -25.62967 28.47132 -0.79 0.13 -0.33
C 8.73428 -28.62148 19.69965 0.25 1.46 0.12
C 12.84244 -33.05999 26.10340 -1.39 -1.17 2.72
C 6.63748 -17.74649 23.23011 -0.31 -0.29 0.93
C 15.31068 -18.20706 25.35392 -0.13 0.12 -0.96
C 16.14272 -19.40548 25.81358 0.06 1.81 1.76
C 7.99618 -17.11644 23.06632 -0.71 1.12 -1.74
C 11.15359 -24.29042 35.94227 -0.51 3.39 0.01
C 15.78678 -28.74377 34.04320 3.30 -0.90 -0.22
C 12.22895 -31.70969 26.48019 -0.14 -0.18 -0.58
C 10.65205 -23.96083 34.53972 -0.31 -1.64 -0.57
C 16.89125 -27.78077 34.71212 -0.78 -2.48 -0.15
C 18.69872 -28.04315 23.97056 0.21 -0.85 1.64
C 6.23827 -17.54313 32.50921 0.08 0.17 -1.32
C 2.80158 -25.16693 30.21273 1.20 -0.15 -0.14
C 3.66604 -26.24347 29.51104 0.57 0.04 -0.05
C 10.83866 -23.02316 26.95436 -0.83 -0.58 0.54
H 19.96061 -29.50669 25.02953 0.01 0.36 0.07
H 7.01340 -19.06065 21.72632 0.18 -0.69 -0.21
H 7.50260 -26.08880 18.67904 0.36 0.29 -0.39
H 7.09462 -17.67543 25.08607 -0.10 -0.11 0.31
H 12.19669 -23.98364 35.86524 0.31 0.22 0.93
H 2.27462 -25.48629 31.11185 -0.16 -0.28 -0.33
H 13.29568 -24.36625 28.75166 -0.84 -0.51 -0.09
H 7.06825 -19.86573 23.34403 0.23 0.19 -0.04
H 6.90423 -26.35141 20.18407 0.54 -0.69 0.89
H 8.89142 -17.65242 23.38156 -0.37 -0.12 0.57
H 15.80613 -30.38210 32.38022 -0.69 0.75 -0.10
H 9.95083 -23.38630 26.43669 0.56 -0.50 -0.80
H 12.64298 -33.63276 28.31975 1.01 0.30 0.06
H 5.16853 -27.49706 30.00593 -0.25 0.15 -0.43
H 12.03717 -31.14359 25.56868 -0.06 0.01 -0.07
H 10.20953 -22.33601 36.86297 0.79 0.04 -0.40
H 13.88608 -32.98248 25.79858 0.11 0.00 0.20
H 13.30943 -34.94426 27.27343 0.26 0.15 0.16
H 3.04619 -26.98934 29.01346 -0.34 -0.09 0.07
H 16.78493 -20.14734 23.96002 0.42 -0.30 0.02
H 10.22244 -27.49819 21.24968 0.30 0.09 0.38
H 12.57389 -34.36600 24.75301 -0.23 -0.19 -0.23
H 5.13009 -24.79430 28.89898 0.10 -0.07 -0.12
H 3.94544 -25.29750 27.64637 0.30 0.24 -0.27
H 19.05548 -30.11573 23.67255 0.18 -0.29 -0.18
H 17.81227 -27.81419 26.01806 0.84 0.40 -0.25
H 15.14482 -29.27020 34.74949 0.74 -0.55 0.49
H 15.75319 -20.19291 32.27866 -0.52 -0.29 -0.14
H 17.14862 -29.03717 25.11911 -0.79 0.07 -0.64
H 9.24431 -23.69589 36.91738 -0.06 -0.52 0.04
H 17.02720 -30.44175 33.50263 0.64 0.19 0.07
H 11.27143 -31.91805 26.95751 -0.06 0.18 0.01
H 13.76928 -18.86431 33.33835 -0.31 -0.56 -0.22
H 9.68633 -24.45618 34.43920 -0.49 0.61 -0.14
H 10.69327 -22.94055 34.15837 -0.31 0.16 0.79
H 15.95268 -17.39941 25.00231 0.03 -0.05 -0.24
H 20.47194 -29.10790 23.36251 0.07 -0.02 -0.02
H 10.70852 -22.01933 28.65327 0.22 0.14 0.04
H 14.63548 -18.49388 24.54773 0.02 -0.02 -0.25
H 11.55707 -25.10077 26.84225 0.60 0.10 -0.35
H 8.14473 -25.11868 20.01429 0.06 -0.03 -0.09
H 2.15752 -24.67658 29.48277 -0.31 -0.36 0.05
H 6.51823 -19.64208 32.99074 -0.44 -0.14 -0.23
H 5.53038 -18.81501 30.91069 0.18 -0.17 0.16
H 12.81555 -31.05748 27.12720 0.23 -0.41 0.12
H 14.22917 -17.49687 32.47395 0.76 0.19 -0.14
H 15.39709 -20.82878 26.87745 -0.13 -0.08 0.24
H 14.65102 -17.75411 26.09404 0.36 -0.41 0.49
H 17.10488 -19.01478 26.14481 0.36 0.10 -0.23
H 3.47887 -24.37247 30.52612 0.16 0.03 0.20
H 4.23501 -17.93697 31.68569 -0.11 -0.24 0.33
H 11.38235 -22.32495 26.31796 0.42 -0.29 -0.03
H 13.99975 -18.92352 30.47321 0.12 0.15 -0.08
H 18.38582 -27.88355 22.93871 -0.45 -0.06 -0.09
H 8.11579 -16.97789 21.99180 0.29 0.02 -0.22
H 16.37309 -26.94159 35.17621 0.21 0.02 -0.22
H 16.88259 -21.35146 25.33374 0.49 0.27 -0.08
H 15.38926 -20.93742 24.58550 -0.35 0.05 -0.02
H 17.58896 -27.52054 33.91615 -0.16 0.44 0.12
H 8.35198 -28.92423 18.72482 0.25 0.31 -0.24
H 20.34936 -27.12470 24.03954 0.19 0.40 0.01
H 9.65911 -29.16773 19.88513 0.01 -0.15 -0.02
H 5.54464 -19.48942 22.54634 -0.10 0.12 0.26
H 5.49352 -18.77123 34.17745 -0.14 0.05 -0.28
H 7.69071 -18.04825 31.33659 0.25 -0.07 -0.20
H 5.24444 -17.13964 30.56760 0.46 0.30 0.25
H 16.38586 -18.74679 30.78388 0.24 0.08 -0.19
H 6.02379 -16.63764 33.07683 -0.27 0.11 -0.30
H 11.64051 -34.54584 27.44464 -0.39 0.21 -1.20
H 11.03731 -24.53143 28.39714 -0.47 -0.23 -0.07
H 7.88403 -16.09477 23.42925 0.64 -0.04 0.46
H 7.23616 -18.59254 34.09972 0.01 0.38 0.23
H 17.07470 -29.08300 32.33401 -0.07 -0.24 -0.17
H 5.24645 -26.41460 28.12193 0.14 0.21 -0.22
H 17.44321 -28.34466 35.46409 0.17 0.15 0.16
H 7.96742 -28.97013 20.39137 0.13 0.39 0.38
H 5.80412 -17.14711 22.86359 0.49 0.30 -1.12
H 10.55466 -23.54123 38.07814 0.32 -0.27 -0.06
H 14.20791 -27.94532 33.95879 -0.66 0.96 -0.75
H 11.24036 -24.50193 33.79864 0.40 -0.24 0.11
H 9.82896 -26.85317 19.01746 -0.51 0.16 -0.59
H 16.83379 -27.25356 24.69284 -0.37 -0.44 0.00
H 16.05830 -19.14330 33.55941 0.14 0.74 -0.01
H 11.13022 -25.70447 37.14300 0.03 -0.58 0.14
```
Positions in Å, forces in eV/Å.

Calculated values
Spin multiplicity: 1
Gap between HOMO and LUMO (eV): 10.008
Lowest unoccupied orbital energy (eV): 0.1979
Energy above the lowest of the compared OMol25 structures with the same formula, charge and spin (eV): 6.035
HOMO (eV): -9.81
E (eV): -60120.0092